Molecular formula: C33H26BrCl5IrN4O2P
Method: DFT, ωB97M-V/def2-TZVPD

Total charge: +3
⟨S²⟩: 8.785
Spin multiplicity: 6
Relative energy (zero: lowest compared OMol25 entry of this formula, charge and spin) (kcal/mol): 18.6
Highest occupied orbital energy (spin up / spin down) (eV): -15.74 / -16.56
Total energy (eV): -189453.690
LUMO energy (spin up / spin down) (eV): -7.362 / -11.124

XYZ file:
```
73
Properties=species:S:1:pos:R:3:forces:R:3
Ir -1.0343 0.1803 0.6407 0.269 -0.098 -0.219
O -3.5181 5.4635 3.1407 -0.077 0.094 0.078
C -2.9246 4.4548 2.5466 0.082 -0.244 -0.103
C -1.9145 4.5810 1.5778 -0.078 -0.034 0.101
C -1.3757 3.4448 1.0306 0.112 -0.052 0.081
N -1.7641 2.2027 1.3803 -0.229 -0.167 0.040
C -2.7212 2.1087 2.3144 0.014 -0.026 0.003
Br -3.1809 0.3301 2.7824 -0.145 -0.007 0.012
C -3.3395 3.1643 2.9236 0.120 0.115 -0.078
H -3.1889 6.3270 2.8558 0.002 0.060 -0.001
H -1.5531 5.5517 1.2690 0.009 0.038 -0.009
H -0.5881 3.5082 0.2916 -0.008 -0.004 -0.047
H -4.1084 3.0321 3.6706 -0.016 0.002 0.008
N 0.1146 0.2850 2.7745 -0.276 -0.431 -0.102
C 1.5555 0.3878 2.7847 0.221 0.099 0.016
C 2.2173 0.8894 3.8969 -0.055 -0.037 -0.074
C 3.6013 0.9604 3.8910 0.007 -0.022 -0.023
C 4.3265 0.5269 2.7865 -0.036 -0.027 -0.024
C 3.6638 0.0449 1.6712 0.008 0.085 0.042
C 2.2694 -0.0204 1.6625 -0.256 0.122 0.082
P 1.3777 -0.4788 0.1699 0.667 -0.086 -0.243
C 1.6347 -2.2287 -0.1319 -0.167 -0.085 0.065
C 1.1215 -2.8074 -1.2978 -0.012 0.183 0.050
C 1.3079 -4.1517 -1.5445 0.070 -0.141 -0.008
C 2.0058 -4.9351 -0.6298 0.079 0.071 0.073
C 2.5020 -4.3699 0.5367 0.088 -0.056 -0.195
C 2.3091 -3.0221 0.7963 0.074 0.129 -0.106
C 2.1912 0.4593 -1.1340 -0.092 0.096 0.045
C 2.9862 -0.1395 -2.1082 -0.092 -0.030 0.042
C 3.6250 0.6529 -3.0506 0.023 0.101 -0.041
C 3.4831 2.0324 -3.0165 -0.001 -0.039 0.001
C 2.7015 2.6344 -2.0346 0.019 0.026 -0.032
C 2.0530 1.8516 -1.1009 0.003 -0.137 0.061
H -0.1696 -0.6531 3.0644 0.067 0.060 0.114
H -0.2965 0.9271 3.4471 -0.020 0.038 -0.073
H 1.6598 1.2128 4.7668 -0.019 0.004 0.031
H 4.1176 1.3529 4.7552 0.020 0.008 0.034
H 5.4057 0.5821 2.7906 0.021 -0.003 0.002
H 4.2245 -0.2557 0.7961 0.026 -0.014 -0.037
H 0.6022 -2.2034 -2.0330 -0.041 0.000 0.012
H 0.9396 -4.5855 -2.4629 -0.030 -0.047 -0.041
H 2.1750 -5.9824 -0.8347 -0.011 -0.055 -0.006
H 3.0565 -4.9745 1.2399 0.007 -0.043 0.038
H 2.7134 -2.5926 1.7026 -0.021 0.025 0.036
H 3.1228 -1.2113 -2.1303 -0.007 -0.054 0.006
H 4.2455 0.1911 -3.8048 0.036 -0.017 -0.026
H 3.9934 2.6439 -3.7474 0.014 0.016 -0.019
H 2.6156 3.7115 -1.9977 -0.007 0.026 -0.005
H 1.4569 2.3186 -0.3217 0.022 0.012 0.003
Cl -4.6119 -6.2212 -1.0769 0.056 0.179 0.035
C -3.6141 -5.0183 -0.4719 -0.384 -0.082 -0.281
C -3.8904 -3.6382 -0.7920 -0.948 -0.942 -0.588
Cl -5.2401 -3.2268 -1.7521 0.178 -0.210 0.133
C -3.0666 -2.6885 -0.3346 0.588 1.001 0.364
Cl -3.3058 -1.0197 -0.6917 -0.066 -0.045 -0.034
C -1.9450 -2.9936 0.4889 0.574 0.122 0.387
O -1.1444 -2.1060 0.9086 -0.405 0.352 0.145
C -1.7253 -4.3806 0.8447 0.843 0.687 0.512
Cl -0.4281 -4.7232 1.8923 -0.341 0.130 -0.087
C -2.5153 -5.3606 0.3455 -0.301 -1.031 -0.130
Cl -2.1837 -7.0028 0.7117 -0.194 0.348 -0.130
C -2.7285 3.2654 -3.8476 -0.089 0.143 -0.116
N -1.9746 2.2818 -3.0769 0.066 -0.118 -0.006
C -1.1212 1.3380 -3.5949 0.039 -0.070 -0.061
C -0.6781 0.5997 -2.5479 -0.012 0.032 -0.110
N -1.2446 1.0854 -1.3913 0.048 0.140 0.285
C -2.0295 2.1001 -1.7619 0.010 -0.062 0.149
H -2.1093 3.6202 -4.6679 -0.026 -0.002 0.021
H -2.9817 4.1057 -3.2061 -0.014 -0.019 -0.013
H -3.6374 2.8146 -4.2418 0.032 0.013 -0.003
H -0.8976 1.2853 -4.6455 -0.015 -0.011 -0.043
H 0.0198 -0.2153 -2.5541 0.012 -0.007 -0.006
H -2.6445 2.6971 -1.1119 -0.036 0.001 0.016
```
Positions in Å, forces in eV/Å.